[1]
This record from OMol25 describes 2 unconnected molecules or ions with the total composition C4H10N2O3 in a non-equilibrium geometry. The level of theory is wB97M-V/def2-TZVPD.

Kohn-Sham gap, eV: 8.479
Structure (SMILES): NC(=O)N(O)O.C=CC
Total energy, eV: -13427.767

```
19
Properties=species:S:1:pos:R:3:lowdin_charge:R:1
N 1.643 -1.358 -1.128 0.157
C 0.852 -0.956 -0.047 -0.549
O 1.012 -1.450 1.070 0.025
N -0.635 -0.774 -0.467 -0.233
O -0.877 -0.707 -1.837 0.004
O -1.484 -1.715 0.167 0.008
H 2.554 -1.683 -0.834 0.108
H 1.671 -0.723 -1.912 0.094
H -1.018 -1.645 -2.069 0.113
H -0.934 -1.970 0.937 0.097
C 0.985 1.216 0.150 -0.071
C -0.391 1.404 0.106 -0.186
C -1.236 1.449 1.334 -0.078
H 1.484 1.198 1.111 0.081
H 1.578 1.554 -0.693 0.068
H -0.845 1.761 -0.812 0.112
H -1.299 2.481 1.695 0.087
H -0.810 0.807 2.108 0.085
H -2.252 1.112 1.120 0.079
```


[2]
This record from OMol25 describes a molecular structure, C4H10N2O3 in a non-equilibrium geometry. The level of theory is wB97M-V/def2-TZVPD.

Kohn-Sham gap, eV: 9.671
Total energy, eV: -13424.958

```
19
Properties=species:S:1:pos:R:3:lowdin_charge:R:1
C 0.825 -0.707 -1.398 -0.077
C 1.363 -0.280 0.023 -0.320
C 0.084 0.362 0.837 -0.361
C -0.710 1.254 0.033 -0.587
H 0.573 0.405 -2.063 0.179
H -0.003 -1.587 -1.689 0.127
H 1.737 -1.378 -1.639 0.077
H 1.782 -1.176 0.696 0.170
H 2.277 1.734 -0.113 0.129
H 0.212 0.993 1.712 0.147
H 0.094 -1.528 1.079 0.054
H -0.499 -0.355 2.440 0.214
H -2.872 1.298 -0.355 0.212
H -2.266 -1.296 0.381 0.263
N -0.557 -0.795 1.310 -0.010
N -1.938 0.662 -0.197 -0.039
O 2.444 0.740 -0.011 -0.101
O -0.539 2.355 -0.317 0.123
O -2.007 -0.702 -0.730 -0.201
```


[3]
This record from OMol25 describes a molecular structure, C4H10N2O3 in a non-equilibrium geometry. The level of theory is wB97M-V/def2-TZVPD.

Kohn-Sham gap, eV: 8.853
Total energy, eV: -13429.811

```
19
Properties=species:S:1:pos:R:3:lowdin_charge:R:1
C 1.915 1.034 0.702 -0.072
N 0.639 1.021 -0.036 -0.195
C -0.780 -0.150 0.748 -0.537
N 0.313 2.338 -0.509 0.048
O -0.302 -0.491 1.961 0.061
O -1.906 0.278 0.592 0.018
H -1.043 -0.412 2.586 0.128
H 0.110 2.941 0.291 0.090
H -0.557 2.271 -1.038 0.084
H 2.178 0.000 0.930 0.087
H 2.694 1.478 0.081 0.082
H 1.802 1.598 1.630 0.087
C -1.341 -2.001 -1.434 -0.032
C -0.283 -1.554 -0.451 -0.296
O 0.684 -2.256 -0.194 0.050
H 0.695 0.204 -0.765 0.153
H -1.725 -2.990 -1.172 0.091
H -2.175 -1.297 -1.478 0.068
H -0.916 -2.012 -2.444 0.084
```


[4]
This record from OMol25 describes 2 unconnected molecules or ions with the total composition C4H10N2O3 in a non-equilibrium geometry. The level of theory is wB97M-V/def2-TZVPD.

Kohn-Sham gap, eV: 10.490
Structure (SMILES): CNC(=O)CNC=O.O
Total energy, eV: -13433.080

```
19
Properties=species:S:1:pos:R:3:lowdin_charge:R:1
C 0.000 0.000 0.000 -0.060
N 0.616 -1.263 -0.498 0.008
C 0.883 -2.289 0.361 -0.513
O 0.444 -2.430 1.492 0.071
C 1.706 -3.384 -0.236 -0.120
N 1.888 -4.603 0.548 0.032
C 0.961 -5.610 0.487 -0.290
O 0.108 -5.609 -0.387 0.004
H -0.085 0.703 -0.846 0.082
H 0.660 0.446 0.763 0.085
H -1.001 -0.143 0.441 0.088
H 1.060 -1.256 -1.419 0.138
H 1.483 -3.621 -1.294 0.136
H 2.705 -2.909 -0.201 0.137
H 2.732 -4.732 1.111 0.145
H 1.172 -6.442 1.203 0.145
O -1.407 -6.309 -2.478 -0.106
H -0.667 -6.233 -1.834 -0.018
H -1.094 -5.824 -3.275 0.037
```


[5]
This record from OMol25 describes 2 unconnected molecules or ions with the total composition C4H10N2OS in a non-equilibrium geometry. The level of theory is wB97M-V/def2-TZVPD.

Kohn-Sham gap (alpha / beta), eV: 9.338 / 6.423
Total energy, eV: -20167.032

```
18
Properties=species:S:1:pos:R:3:lowdin_charge:R:1
C 1.361 1.464 0.481 -0.186
C 1.618 0.408 -0.571 -0.467
C 2.510 -1.518 1.062 -0.367
C -3.044 -0.020 -0.487 -0.197
N 0.431 1.117 1.228 -0.065
N -2.013 -0.700 -1.219 -0.084
O -0.208 1.559 2.208 0.034
S 3.132 -0.487 -0.124 0.849
H 1.427 -1.692 1.164 0.029
H 2.024 2.285 0.331 0.123
H 0.838 -0.396 -0.743 0.081
H 1.719 0.867 -1.478 0.035
H 3.120 -1.870 1.742 -0.071
H -3.811 0.268 -1.189 0.073
H -3.455 -0.907 0.030 0.085
H -2.767 0.692 0.175 0.022
H -1.280 -1.062 -0.675 0.010
H -1.602 -0.007 -1.933 0.095
```


[6]
This record from OMol25 describes C4H10N2S in the gas phase in a non-equilibrium geometry. The level of theory is wB97M-V/def2-TZVPD.

Kohn-Sham gap, eV: 9.657
Structure (SMILES): NC[C@]1(N)C[C@@H]1S
Total energy, eV: -18122.983

```
17
Properties=species:S:1:pos:R:3:lowdin_charge:R:1
N -2.405 -1.083 -0.859 -0.014
C -1.308 -0.058 -0.576 -0.255
C 0.092 -0.666 -0.251 -0.528
N 0.673 -1.759 -1.023 0.051
C 0.423 -0.800 1.244 -0.118
C 1.053 0.286 0.456 -0.635
S 0.743 2.067 0.511 0.676
H -2.714 -1.295 0.077 0.035
H -1.658 -1.905 -1.262 0.122
H -1.234 0.632 -1.456 0.110
H -1.476 0.603 0.288 0.076
H 0.042 -2.583 -1.095 0.080
H 1.106 -1.454 -1.905 0.093
H 1.025 -1.830 1.304 0.149
H -0.334 -0.631 2.007 0.099
H 2.170 0.150 0.283 0.112
H 1.745 2.564 1.517 -0.054
```


[7]
This record from OMol25 describes C4H10N2S in the gas phase in a non-equilibrium geometry. The level of theory is wB97M-V/def2-TZVPD.

Kohn-Sham gap, eV: 8.952
Structure (SMILES): CN(C)N(C)C=S
Total energy, eV: -18124.146

```
17
Properties=species:S:1:pos:R:3:lowdin_charge:R:1
C -0.232 -1.278 1.231 -0.085
N -0.443 -0.516 -0.001 -0.244
C -0.227 -1.261 -1.226 -0.099
N 0.165 0.754 -0.001 -0.227
C -0.814 1.833 0.009 -0.028
C 1.483 0.975 0.003 -0.673
S 2.731 -0.096 0.001 0.602
H -0.968 -2.117 1.236 0.097
H 0.789 -1.644 1.320 0.041
H -0.392 -0.642 2.100 0.083
H -0.955 -2.080 -1.281 0.087
H -0.426 -0.606 -2.054 0.078
H 0.790 -1.686 -1.350 0.060
H -0.283 2.796 0.000 0.089
H -1.433 1.769 0.890 0.080
H -1.485 1.789 -0.869 0.095
H 1.701 2.011 -0.006 0.044
```


[8]
This record from OMol25 describes C4H10N2S2 in the gas phase in a non-equilibrium geometry. The level of theory is wB97M-V/def2-TZVPD.

Kohn-Sham gap, eV: 9.087
Structure (SMILES): CN(C)N(C)C(=S)S
Total energy, eV: -28958.566

```
18
Properties=species:S:1:pos:R:3:lowdin_charge:R:1
C -1.324 0.655 1.088 -0.052
N -0.354 0.667 -0.067 -0.306
C -1.111 0.564 -1.336 -0.070
N 0.550 -0.346 0.030 -0.323
C 0.198 -1.739 0.114 -0.097
C 1.906 0.120 -0.076 -1.136
S 3.132 -0.943 -0.234 0.609
S 1.977 1.911 0.041 0.738
H -0.694 0.584 1.954 0.090
H -1.976 1.469 1.134 0.064
H -2.040 -0.158 1.143 0.069
H -1.398 1.595 -1.489 0.073
H -0.668 0.151 -2.267 0.101
H -2.108 0.026 -1.176 0.095
H 0.509 -2.435 -0.713 0.090
H 0.933 -2.152 0.945 0.100
H -0.823 -1.734 0.525 0.078
H 3.292 1.764 0.386 -0.123
```